# 1
87
Properties=species:S:1:pos:R:3 method="wB97M-V/def2-TZVPD" total_energy_ha=-5455.0814 e_lumo_ev=-0.84 homo_ev=-9.20 charge=0
C 2.833 -2.006 -1.425
C 1.521 -1.846 -1.547
C -0.086 -1.995 -1.526
C -0.747 -0.767 -2.413
Br -1.278 0.637 -1.101
O -1.829 -1.362 -3.149
C -2.757 -0.380 -3.696
C -4.136 -0.468 -2.848
C -4.644 0.929 -2.225
O -4.025 -1.507 -1.807
O 0.283 -0.368 -3.361
C 0.562 1.044 -3.318
O -0.094 1.955 -3.890
P 2.120 1.609 -2.338
S 2.121 3.555 -1.996
H 3.948 -2.312 -1.249
H -0.486 -1.857 -0.455
H -0.423 -2.992 -2.000
H -3.014 -0.751 -4.772
H -2.329 0.676 -3.823
H -4.972 -0.859 -3.558
H -4.162 1.842 -2.721
H -4.533 0.896 -1.083
H -5.786 0.984 -2.437
H -3.602 -1.112 -1.005
H 3.285 1.376 -3.181
H 2.338 0.846 -1.143
O -1.884 -3.064 0.937
H -1.771 -3.911 1.390
H -2.843 -2.948 0.896
O 3.901 4.774 -4.782
H 3.323 5.142 -5.463
H 3.309 4.615 -4.033
O -3.664 -1.488 -7.432
H -3.234 -0.627 -7.521
H -2.960 -2.122 -7.627
O 0.214 2.295 1.951
H -0.183 1.549 2.424
H -0.173 2.242 1.067
O -4.510 1.806 0.990
H -5.211 2.043 1.610
H -3.914 2.568 1.008
O -4.227 -3.276 -4.522
H -4.207 -2.611 -3.819
H -4.209 -2.754 -5.335
O 5.006 5.540 -1.279
H 4.964 5.833 -2.199
H 4.149 5.119 -1.128
O 1.444 1.184 4.736
H 1.472 1.840 5.445
H 1.454 1.715 3.927
O -5.344 1.535 -4.795
H -6.041 2.188 -4.943
H -5.685 0.731 -5.210
O 2.978 1.231 1.972
H 3.088 0.385 2.424
H 2.018 1.352 1.930
O 6.109 -2.528 -0.459
H 6.954 -2.430 -0.917
H 6.338 -2.993 0.356
O 2.086 -1.027 7.256
H 2.115 -0.369 7.967
H 2.096 -0.495 6.447
O 2.823 1.656 9.065
H 3.733 1.980 9.020
H 2.481 2.033 9.886
O 5.028 -1.220 7.227
H 5.299 -0.300 7.120
H 4.073 -1.168 7.384
O 2.400 4.480 7.550
H 2.511 3.633 8.004
H 1.443 4.600 7.508
O 2.502 -4.975 0.523
H 2.024 -4.276 0.056
H 3.378 -4.596 0.670
O -2.140 -3.472 -9.373
H -2.247 -4.286 -8.862
H -1.697 -3.760 -10.181
O -3.127 4.807 1.692
H -3.588 5.513 1.221
H -2.243 5.165 1.845
O -0.771 -6.592 0.365
H -1.236 -5.887 -0.104
H 0.106 -6.222 0.521
O 2.420 -2.153 10.063
H 1.578 -1.941 10.486
H 2.305 -1.858 9.149

# 2
92
Properties=species:S:1:pos:R:3 method="wB97M-V/def2-TZVPD" total_energy_ha=-2329.3092 relative_energy_kcal_mol=0.0 e_lumo_ev=-3.11 homo_ev=-11.71 charge=+1
O 4.066 0.362 1.740
C 3.147 0.237 1.043
N 2.140 0.122 0.366
C 2.164 -0.752 -0.797
C 0.992 -0.403 -1.707
C -0.364 -0.323 -1.011
C -0.735 -1.620 -0.363
O -0.471 -1.906 0.779
O -1.332 -2.485 -1.214
C 3.449 -0.675 -1.676
C 4.001 -2.110 -1.850
C 2.758 -2.953 -1.540
N 2.209 -2.196 -0.386
H 0.929 -1.058 -2.572
H 1.225 0.595 -2.056
H -0.417 0.526 -0.341
H -1.107 -0.127 -1.786
H -0.950 -3.377 -1.126
H 4.178 0.086 -1.423
H 3.164 -0.386 -2.683
H 4.346 -2.296 -2.858
H 4.804 -2.340 -1.152
H 2.959 -3.988 -1.278
H 2.096 -2.999 -2.400
H 2.909 -2.367 0.343
H 1.350 -2.569 0.037
O -4.241 -3.239 -1.315
H -3.432 -2.713 -1.261
H -4.417 -3.297 -2.260
O -0.209 2.832 -1.941
H -0.922 3.340 -1.537
H 0.524 2.913 -1.319
O -6.046 -0.737 -0.988
H -6.736 -0.898 -0.328
H -5.353 -1.374 -0.773
O -8.554 -1.960 0.205
H -8.890 -2.783 -0.166
H -9.350 -1.441 0.364
O -3.530 0.678 -1.515
H -3.351 0.423 -0.604
H -4.359 0.219 -1.716
O 2.907 2.077 4.258
H 3.270 1.604 3.503
H 3.237 2.978 4.155
O 4.747 -3.879 -4.545
H 4.908 -4.230 -5.428
H 5.191 -4.492 -3.951
O 2.876 2.359 -1.992
H 3.576 3.022 -2.055
H 2.355 2.509 -2.793
O 4.876 1.991 6.923
H 5.452 1.383 6.453
H 4.046 1.924 6.436
O 6.743 -0.550 -1.696
H 7.150 -1.345 -2.056
H 7.443 -0.153 -1.165
O 4.957 3.772 9.262
H 5.487 4.391 8.750
H 4.798 3.040 8.652
O -0.818 -4.493 -3.023
H -0.907 -3.666 -3.525
H -1.334 -5.133 -3.522
O -8.400 0.792 -2.258
H -7.781 0.160 -1.878
H -7.838 1.341 -2.819
O 3.247 5.314 -0.860
H 3.114 4.499 -0.364
H 3.301 5.998 -0.182
O -10.922 -2.094 -1.339
H -10.473 -1.346 -1.756
H -11.314 -2.569 -2.079
O 1.189 1.984 6.717
H 1.598 1.557 5.956
H 1.529 1.510 7.484
O -1.529 -2.575 -5.004
H -1.582 -1.726 -5.456
H -2.047 -3.174 -5.555
O 1.333 7.454 -2.375
H 0.616 7.492 -1.735
H 1.944 6.797 -2.023
O 4.099 5.080 6.761
H 4.118 4.117 6.767
H 3.394 5.306 7.377
O 4.043 -0.344 5.664
H 4.601 -0.955 5.172
H 3.208 -0.339 5.184
O -5.784 2.017 -3.562
H -5.319 1.331 -4.051
H -5.120 2.380 -2.965
O -7.631 -3.670 2.777
H -7.012 -2.936 2.808
H -8.186 -3.469 2.015

# 3
17
Properties=species:S:1:pos:R:3 method="wB97M-V/def2-TZVPD" total_energy_ha=-3877.3620 relative_energy_kcal_mol=13.0 e_lumo_ev="-2.38 / -2.83" homo_ev="-9.44 / -8.55" charge=0
C -0.829 -1.520 1.487
C -1.489 -0.400 1.030
C 0.536 -1.781 1.062
C -0.756 0.543 0.313
C 1.032 -1.074 0.066
C 0.422 0.074 -0.383
C 0.684 1.971 -2.058
C 0.787 0.574 -1.622
O 0.589 2.372 -3.172
Cl 0.781 3.191 -0.756
Cl -1.052 1.641 2.480
Br 1.604 -0.607 -2.911
H -1.418 -2.220 2.015
H -2.574 -0.226 1.424
H 0.986 -2.663 1.551
H -1.222 1.414 -0.179
H 1.918 -1.289 -0.348